(1)
Molecular formula: C3H6N4O
Method: DFT, ωB97M-V/def2-TZVPD

## Properties
Energy = -11210.460 eV
Max |F| = 4.4 eV Å⁻¹
LUMO energy = 0.374 eV
SMILES = [H]/N=c1/ccn(N)n1O
Energy relative to the best compared isomer or geometry (same formula, charge and spin) = 145.7 kcal/mol
E_HOMO = -8.6 eV

Last column: natural (NBO) charge in e.
Atoms and positions in Å:
C 0.6606 1.1924 -0.4995  0.006
C -0.6198 1.4882 -0.2689  -0.337
C -1.4652 0.2946 -0.1013  0.393
H 2.1714 0.1964 1.1371  0.350
H 3.0249 -0.8399 -0.0398  0.394
H 1.5890 1.8956 -0.3087  0.228
H -1.0405 2.5450 0.0226  0.247
H -3.0803 -0.9376 0.3461  0.382
H -0.4368 -2.5536 0.1733  0.477
N 2.0405 -0.5643 0.3684  -0.694
N 0.9325 -0.2015 -0.4959  -0.143
N -2.7053 0.0672 0.2426  -0.680
N -0.2893 -0.6937 -0.0010  -0.067
O -0.7816 -1.8887 -0.5749  -0.555



(2)
Molecular formula: C55H79N6SbSe2Si3Sr
Method: DFT, ωB97M-V/def2-TZVPD

## Properties
Energy = -228964.778 eV
Max |F| = 2.3 eV Å⁻¹
LUMO energy = -0.400 eV
Energy relative to the best compared isomer or geometry (same formula, charge and spin) = 4.6 kcal/mol
E_HOMO = -6.2 eV

Last column: Löwdin charge in e.
Atoms and positions in Å:
Sr 0.1745 0.1690 0.1292  1.245
C 6.4195 2.2786 1.2344  -0.082
C 6.0312 1.0297 0.4420  -0.199
C 4.6740 0.5193 0.8112  -0.134
C 4.3600 -0.4024 1.7614  -0.134
C 5.2997 -1.1640 2.6405  -0.190
C 5.5425 -2.5955 2.1612  -0.089
C 2.9075 -0.4716 1.8121  -0.244
C 2.1656 -1.2483 2.7097  0.052
C 0.7869 -1.2086 2.9847  -0.293
C 0.1019 -1.9754 4.0156  -0.179
C 0.7530 -2.9792 4.9135  -0.196
C 1.4684 -2.3391 6.1037  -0.082
C -1.1988 -1.5675 4.0012  -0.162
C -1.3020 -0.5534 2.9646  -0.266
C -2.4422 0.2053 2.6632  0.064
C -2.5682 1.2731 1.7648  -0.251
N -1.6316 1.6561 0.8620  -0.020
C -2.0550 2.8057 0.2918  -0.259
C -1.3019 3.5989 -0.5862  0.041
C 0.0391 3.4694 -0.9537  -0.249
N 0.8474 2.4295 -0.6302  0.002
C 2.1111 2.7775 -0.9676  -0.248
C 3.2728 2.0856 -0.6075  0.032
C 3.4103 1.0234 0.2912  -0.248
N 2.3840 0.3895 0.9020  -0.048
C 2.1044 4.0712 -1.6454  -0.143
C 0.8151 4.5069 -1.6266  -0.162
C 0.2676 5.8065 -2.1230  -0.199
C 0.1659 6.8685 -1.0279  -0.076
C 3.3147 4.7695 -2.1801  -0.194
C 4.0695 5.5601 -1.1105  -0.077
C -3.3754 3.1530 0.8027  -0.135
C -3.6904 2.2023 1.7277  -0.138
C -4.8955 2.1261 2.6084  -0.196
C -4.6445 2.6872 4.0086  -0.080
C -4.1495 4.3759 0.4250  -0.195
C -3.6969 5.6244 1.1833  -0.078
N -0.0952 -0.3848 2.3754  -0.071
C -2.3204 -2.0142 4.8841  -0.192
C -2.5355 -1.0897 6.0830  -0.080
H 7.4117 2.6348 0.9577  0.070
H 5.7058 3.0832 1.0581  0.062
H 6.4160 2.0695 2.3045  0.076
H 6.0624 1.2529 -0.6282  0.106
H 6.7736 0.2446 0.6054  0.105
H 6.2512 -0.6305 2.7001  0.105
H 4.9046 -1.1868 3.6599  0.110
H 5.9441 -2.6002 1.1471  0.072
H 6.2473 -3.1161 2.8090  0.070
H 4.6101 -3.1631 2.1473  0.056
H 2.7447 -1.9233 3.3290  0.102
H 0.0009 -3.6846 5.2755  0.105
H 1.4692 -3.5726 4.3371  0.105
H 0.7595 -1.8097 6.7404  0.066
H 1.9765 -3.0885 6.7106  0.070
H 2.2074 -1.6124 5.7670  0.070
H -3.3162 -0.0001 3.2702  0.101
H -1.7972 4.4956 -0.9415  0.101
H 4.1996 2.4966 -0.9900  0.102
H 0.8943 6.1758 -2.9381  0.106
H -0.7223 5.6418 -2.5587  0.103
H 1.1491 7.0962 -0.6177  0.064
H -0.2669 7.7931 -1.4094  0.072
H -0.4560 6.5160 -0.2056  0.061
H 3.9885 4.0355 -2.6308  0.101
H 3.0167 5.4385 -2.9916  0.106
H 4.3469 4.9144 -0.2774  0.062
H 4.9793 6.0063 -1.5132  0.072
H 3.4477 6.3594 -0.7085  0.064
H -5.7228 2.6664 2.1415  0.102
H -5.2234 1.0857 2.6902  0.106
H -4.4072 3.7500 3.9631  0.066
H -5.5180 2.5598 4.6480  0.071
H -3.7996 2.1852 4.4796  0.064
H -4.0557 4.5504 -0.6506  0.105
H -5.2131 4.2050 0.6101  0.103
H -2.6400 5.8232 1.0060  0.060
H -4.2642 6.5029 0.8774  0.071
H -3.8270 5.4900 2.2570  0.066
H -3.2431 -2.0710 4.2998  0.108
H -2.1244 -3.0304 5.2360  0.104
H -2.7453 -0.0717 5.7540  0.063
H -3.3681 -1.4279 6.6998  0.071
H -1.6424 -1.0518 6.7064  0.066
Se -0.6288 -3.5050 1.0867  0.745
Se -2.0207 -4.0005 -0.7098  0.691
C -3.1009 -2.4034 -0.7078  -0.690
C -4.4755 -2.5606 -0.6270  -0.112
C -5.2764 -1.4409 -0.7995  -0.054
C -4.6719 -0.2238 -1.0457  -0.039
C -3.2845 -0.1726 -1.0773  -0.160
N -2.5036 -1.2325 -0.9000  0.034
C 1.0473 -3.2642 0.1467  -0.639
C 2.0481 -4.2054 0.3455  -0.096
C 3.2744 -3.9999 -0.2595  -0.061
C 3.4523 -2.8770 -1.0484  -0.040
C 2.3891 -2.0041 -1.1986  -0.165
N 1.2030 -2.1852 -0.6138  -0.034
H -4.9008 -3.5375 -0.4473  0.097
H -6.3542 -1.5259 -0.7461  0.111
H -5.2462 0.6784 -1.1938  0.112
H -2.7806 0.7674 -1.2539  0.077
H 1.8588 -5.0722 0.9626  0.101
H 4.0790 -4.7104 -0.1202  0.115
H 4.3911 -2.6736 -1.5416  0.115
H 2.4862 -1.1165 -1.8108  0.074
C -2.8651 2.1394 -3.7317  -0.224
Si -1.3235 1.6942 -4.6961  0.283
C -1.8567 1.2934 -6.4438  -0.216
C -0.1765 3.1713 -4.7124  -0.204
Sb -0.1652 -0.2133 -3.4237  0.882
Si 2.0059 -0.1359 -4.8146  0.285
C 1.8915 0.4759 -6.5860  -0.215
C 3.1668 1.0515 -3.9523  -0.220
C 2.7891 -1.8441 -4.8685  -0.218
Si -1.1636 -2.2502 -4.6316  0.283
C -0.9767 -2.2934 -6.4969  -0.214
C -3.0037 -2.3384 -4.2891  -0.211
C -0.2709 -3.7695 -3.9834  -0.241
H -3.3929 2.9552 -4.2313  0.037
H -2.6066 2.4676 -2.7229  0.004
H -3.5513 1.2956 -3.6499  0.016
H -2.1585 2.2235 -6.9299  0.035
H -2.7122 0.6193 -6.4547  0.024
H -1.0639 0.8458 -7.0360  0.009
H -0.7532 4.0735 -4.9252  0.039
H 0.5966 3.0853 -5.4725  0.016
H 0.3139 3.3060 -3.7498  0.008
H 1.5600 1.5085 -6.6491  0.011
H 1.2455 -0.1209 -7.2223  0.009
H 2.9005 0.4279 -7.0038  0.036
H 2.7346 2.0518 -3.9080  0.021
H 4.1047 1.1059 -4.5093  0.038
H 3.3930 0.7641 -2.9255  0.007
H 2.4390 -2.3978 -5.7400  0.026
H 2.5796 -2.4490 -3.9886  0.000
H 3.8717 -1.7357 -4.9568  0.033
H -1.7135 -1.6738 -7.0017  0.019
H -1.1364 -3.3291 -6.8075  0.036
H 0.0087 -2.0003 -6.8431  0.003
H -3.4879 -1.3802 -4.4795  0.022
H -3.2276 -2.6224 -3.2616  -0.005
H -3.4490 -3.0780 -4.9570  0.037
H 0.6010 -3.9760 -4.6026  0.020
H -0.9295 -4.6387 -4.0303  0.032
H 0.0560 -3.6539 -2.9524  -0.022



(3)
Molecular formula: C6H13N
Method: DFT, ωB97M-V/def2-TZVPD

## Properties
Energy = -7920.372 eV
Max |F| = 2.4 eV Å⁻¹
LUMO energy = 1.194 eV
SMILES = CCCN1C[C@H]1C
Energy relative to the best compared isomer or geometry (same formula, charge and spin) = 56.7 kcal/mol
E_HOMO = -7.8 eV

Last column: natural (NBO) charge in e.
Atoms and positions in Å:
C -2.1968 1.9972 0.4457  -0.608
C -1.0425 1.1819 -0.0818  -0.394
C -0.9078 -0.1462 0.6099  -0.197
N 0.2188 -0.7585 -0.0003  -0.498
C 0.5584 -2.0531 0.3021  -0.207
C 1.6171 -0.6891 0.1423  -0.025
C 2.4309 -0.6583 -1.1661  -0.632
H -2.0976 2.1288 1.5281  0.200
H -3.1536 1.4967 0.2536  0.202
H -2.2203 2.9792 -0.0275  0.211
H -1.1422 0.9749 -1.1551  0.208
H -0.0819 1.6986 0.0446  0.193
H -1.7545 -0.7988 0.3526  0.193
H -0.9174 -0.0644 1.7209  0.160
H 0.6166 -2.7753 -0.5173  0.177
H 0.0437 -2.4732 1.1903  0.184
H 2.1030 -0.0449 0.9134  0.199
H 3.4446 -1.0614 -1.0288  0.211
H 1.9225 -1.2755 -1.9106  0.213
H 2.5588 0.3414 -1.6159  0.211



(4)
Molecular formula: C18H27BeN9
Method: DFT, ωB97M-V/def2-TZVPD

## Properties
Energy = -32898.763 eV
Max |F| = 1.6 eV Å⁻¹
LUMO energy = -6.249 eV
E_HOMO = -15.9 eV
Total charge = +2

Last column: natural (NBO) charge in e.
Atoms and positions in Å:
Be -0.0502 -0.1208 0.0676  1.620
C 2.8510 2.5172 -3.5189  -0.737
C 2.0462 2.1202 -2.3513  0.359
N 1.4458 1.7865 -1.4336  -0.402
H 2.6935 1.7300 -4.2535  0.257
H 3.8984 2.6737 -3.2590  0.280
H 2.6375 3.4915 -3.9592  0.276
C -1.2031 4.6977 -0.1690  -0.718
C -1.0800 3.2853 0.2692  0.399
N -1.0550 2.1861 0.5901  -0.434
H -0.3924 5.3057 0.2283  0.275
H -2.1031 5.0343 0.3477  0.272
H -1.2524 4.7859 -1.2488  0.255
C 2.4164 -1.8119 -3.7908  -0.734
C 1.4212 -1.6031 -2.7503  0.424
N 0.6713 -1.4536 -1.9006  -0.452
H 2.9524 -2.7480 -3.6297  0.280
H 3.1325 -0.9944 -3.7869  0.267
H 1.8432 -1.9815 -4.7037  0.277
C 4.0973 -2.8982 1.5180  -0.737
C 3.2478 -1.9006 0.8661  0.368
N 2.5929 -1.1564 0.2909  -0.411
H 4.0959 -2.8490 2.6024  0.262
H 5.1104 -2.7671 1.1301  0.277
H 3.8825 -3.9084 1.1679  0.272
C -0.1565 -4.1848 3.5241  -0.736
C 0.0672 -2.9732 2.7361  0.371
N 0.2208 -2.0623 2.0577  -0.422
H -1.2051 -4.4522 3.3971  0.278
H -0.1431 -3.9170 4.5855  0.269
H 0.6113 -4.9432 3.4132  0.274
C -4.0372 -2.2666 -1.7491  -0.738
C -2.9486 -1.8811 -0.8506  0.429
N -2.0825 -1.5434 -0.1829  -0.456
H -3.8595 -1.8902 -2.7535  0.275
H -5.0523 -2.0862 -1.4051  0.279
H -3.9901 -3.3580 -1.8110  0.273
C 1.9966 -0.0170 4.2101  -0.728
C 1.5334 0.6080 2.9898  0.413
N 1.1449 1.1320 2.0455  -0.433
H 2.7829 -0.7291 3.9716  0.257
H 1.1532 -0.5467 4.6530  0.267
H 2.2921 0.8025 4.8649  0.280
C -1.8345 2.8336 -3.8142  -0.742
C -1.6188 1.6636 -2.9745  0.360
N -1.4981 0.7315 -2.3176  -0.399
H -2.6397 2.6312 -4.5195  0.280
H -0.9393 3.2265 -4.2933  0.265
H -2.1906 3.7194 -3.2830  0.262
C -4.0192 1.2170 3.4117  -0.720
C -2.8447 0.6569 2.7495  0.351
N -1.9535 0.1142 2.2730  -0.405
H -3.7004 2.2101 3.7340  0.261
H -4.1199 0.5504 4.2673  0.270
H -4.8689 1.3329 2.7472  0.267



(5)
Molecular formula: C4H12N2
Method: DFT, ωB97M-V/def2-TZVPD

## Properties
Energy = -7322.220 eV
Max |F| = 1.3 eV Å⁻¹
LUMO energy = 1.050 eV
SMILES = CN[C@H](C)CN
Energy relative to the best compared isomer or geometry (same formula, charge and spin) = 18.7 kcal/mol
E_HOMO = -8.7 eV

Last column: natural (NBO) charge in e.
Atoms and positions in Å:
C 1.2851 -0.0232 -1.8055  -0.424
N 1.0976 -0.8896 -0.6262  -0.618
C -1.2281 -1.2335 0.2588  -0.631
C 0.1097 -0.4935 0.3954  -0.051
C -0.1024 1.0084 0.4009  -0.227
N -0.9726 1.4534 1.5098  -0.825
H 1.7483 0.8811 -1.4303  0.192
H 0.4088 0.1896 -2.4166  0.168
H 2.0553 -0.5168 -2.3831  0.204
H 0.7969 -1.7864 -0.9858  0.346
H -1.7943 -1.0277 -0.6543  0.198
H -1.0562 -2.3091 0.2101  0.200
H -1.8377 -0.9097 1.1004  0.233
H 0.4780 -0.8218 1.3659  0.176
H -0.5124 1.3189 -0.5585  0.187
H 0.8576 1.5125 0.4514  0.170
H -1.1009 2.4532 1.3938  0.354
H -0.4215 1.3893 2.3602  0.347